No. 1
{"formula": "C6H17AlN4SbSe4", "method": "wB97M-V/def2-TZVPD", "gap_ev": 6.84, "lumo_energy_ev": -3.443, "total_charge": 1, "species": ["Al", "Se", "Sb", "Se", "Se", "Se", "N", "N", "H", "H", "H", "H", "C", "C", "N", "C", "C", "N", "C", "C", "H", "H", "H", "H", "H", "H", "H", "H", "H", "H", "H", "H", "H"], "xyz": [[0.4265, 0.8658, 0.5070], [2.5192, 3.2057, 3.1855], [0.2285, 2.7174, 2.8228], [0.2033, -0.0206, 2.5822], [-0.1492, 3.0062, 0.0687], [-1.8563, 3.3248, 3.7822], [2.5119, 1.0147, 0.4340], [2.0903, -0.2075, -0.2442], [3.1906, 1.5468, -0.0977], [2.8940, 0.8253, 1.3576], [2.5453, -1.0283, 0.1379], [2.3187, -0.1488, -1.2311], [-4.3467, 0.6201, 1.1312], [-2.8268, 0.9092, 1.1507], [-2.1559, 0.2071, 0.0447], [-2.4321, -1.2310, 0.1330], [-3.9438, -1.5045, -0.0532], [-4.6403, -0.1726, -0.1180], [-4.1823, 0.6016, -1.3247], [-2.6433, 0.7261, -1.2397], [-4.9411, 1.5298, 1.0970], [-4.6713, 0.0222, 1.9804], [-2.3915, 0.5830, 2.0914], [-2.6274, 1.9739, 1.0576], [-2.0905, -1.5788, 1.1063], [-1.8636, -1.7580, -0.6307], [-4.3719, -2.0597, 0.7781], [-4.1657, -2.0348, -0.9767], [-5.6422, -0.3311, -0.1889], [-4.6784, 1.5684, -1.2923], [-4.5149, 0.0675, -2.2121], [-2.3396, 1.7675, -1.3246], [-2.1702, 0.1696, -2.0480]]}

---

No. 2
{"formula": "C6H17ClNO8P2Si", "method": "wB97M-V/def2-TZVPD", "gap_ev": 6.66, "lumo_energy_ev": 2.522, "total_charge": -1, "species": ["C", "C", "Cl", "C", "Si", "C", "O", "N", "O", "C", "P", "O", "O", "O", "P", "O", "O", "H", "H", "H", "H", "H", "H", "H", "H", "H", "H", "H", "H", "H", "H", "C", "O", "H", "H", "H"], "xyz": [[-0.0124, -2.8582, -2.3983], [0.0781, -1.8583, -1.1958], [0.7170, -2.8159, 0.2355], [1.0958, -0.6839, -1.5573], [0.6989, 0.9328, -0.5819], [2.3759, 1.8837, -0.3659], [3.5120, 0.9777, -0.3933], [4.0141, 0.7886, 0.8618], [4.2239, -0.3573, 1.0516], [-0.0157, 0.4054, 1.0976], [-0.3418, 1.7832, 2.2897], [0.4339, 1.5540, 3.5886], [-1.9525, 1.6859, 2.6584], [0.1027, 3.2943, 1.6994], [-0.6115, 2.2710, -1.7678], [-2.2395, 2.1235, -1.3129], [-0.3923, 1.7594, -3.3900], [-0.6106, -3.7473, -2.0796], [-0.5190, -2.4193, -3.2894], [1.0016, -3.2380, -2.6697], [-0.9019, -1.3850, -0.9443], [1.0937, -0.5258, -2.6664], [2.1106, -1.0740, -1.2779], [2.4765, 2.5219, -1.2897], [2.3675, 2.5682, 0.5161], [0.7436, -0.2654, 1.5840], [-0.9621, -0.2016, 0.9561], [-2.1791, 0.7146, 2.6342], [-0.1023, 3.8957, 2.4331], [-2.3434, 1.9293, -0.3657], [-0.6388, 0.8268, -3.4947], [-2.6423, -2.0658, 1.8801], [-2.5620, -0.7566, 1.5734], [-1.6967, -2.6549, 1.8285], [-3.0016, -2.3217, 2.9032], [-3.3204, -2.6871, 1.2498]]}

---

No. 3
{"formula": "C6H17ClSi2", "method": "wB97M-V/def2-TZVPD", "gap_ev": [4.93, 4.93], "lumo_energy_ev": [-3.105, -3.105], "total_charge": 0, "relative_energy_kcal_mol": 108.9, "species": ["C", "C", "C", "C", "C", "C", "Si", "Si", "Cl", "H", "H", "H", "H", "H", "H", "H", "H", "H", "H", "H", "H", "H", "H", "H", "H", "H"], "xyz": [[1.7988, -1.3512, -1.3815], [0.0508, -0.9521, -2.9951], [0.7993, 0.9594, -1.2969], [-2.7534, 0.0750, 2.2480], [-0.1814, 1.9082, 2.0840], [0.4323, -0.5353, -1.5102], [-0.7677, 0.1085, 2.1010], [-0.5772, -0.9821, 0.0808], [2.8370, 0.5119, 1.7025], [2.3222, -1.2974, -2.4562], [2.3020, -0.7746, -0.6231], [1.5469, -2.3304, -1.2079], [0.8957, -0.8995, -3.7490], [-0.7845, -0.3427, -3.3603], [-0.4160, -1.9716, -2.8700], [-0.1032, 1.4511, -0.8926], [1.5445, 1.1254, -0.6192], [1.1468, 1.3175, -2.3023], [-3.0745, 0.4741, 3.2787], [-3.1959, 0.6543, 1.3843], [-3.0902, -0.8757, 2.2810], [0.8192, 1.9445, 1.9943], [-0.8993, 2.5324, 1.3804], [-0.2992, 2.3891, 2.9988], [-0.0762, -0.7177, 3.3202], [-0.2768, -2.4209, 0.4103]]}

---

No. 4
{"formula": "C6H17FInNO3", "method": "wB97M-V/def2-TZVPD", "gap_ev": 1.92, "lumo_energy_ev": -13.577, "total_charge": 2, "relative_energy_kcal_mol": 82.8, "species": ["In", "F", "C", "C", "C", "O", "C", "N", "H", "H", "H", "H", "H", "H", "H", "H", "H", "H", "H", "C", "C", "O", "O", "H", "H", "H", "H", "H", "H"], "xyz": [[1.6523, 0.1130, -0.7520], [-0.0390, 0.2165, 3.1193], [-5.0791, -1.0825, -1.4246], [-3.6237, -1.1077, -0.9363], [-3.1856, -2.5072, -0.4024], [-1.8125, -2.4398, 0.0107], [-1.2691, -3.6175, 0.5676], [-2.7599, -0.6496, -1.9910], [-5.1576, -1.7457, -2.2860], [-5.4511, -0.0797, -1.6342], [-5.7016, -1.4513, -0.6094], [-3.5832, -0.2797, -0.2286], [-3.3770, -3.2007, -1.2212], [-3.7915, -2.7838, 0.4604], [-0.2315, -3.3610, 0.7814], [-1.2783, -4.4275, -0.1617], [-1.7204, -3.9744, 1.4934], [-3.1358, 0.0858, -2.5723], [-2.8333, -1.3378, -2.7265], [5.0612, 3.7031, 1.6474], [5.6652, 3.3325, 0.2942], [5.5280, 1.9361, -0.0475], [3.6824, 3.5211, 1.6383], [5.3955, 4.7202, 1.8521], [5.4550, 3.2431, 2.5537], [6.7153, 3.6052, 0.3984], [5.2304, 3.9964, -0.4530], [6.3168, 1.5036, 0.2878], [3.3282, 4.0694, 2.3422]]}

---

no.,F_max (eV/Å)
1,0.5
2,4.5
3,5.3
4,2.1